(1)
215
Properties=species:S:1:pos:R:3 method="wB97M-V/def2-TZVPD" e_lumo_ev=-0.539 orbital_gap_ev=2.44 e_above_lowest_kcal_mol=204.1 charge=-1 multiplicity=1
C -6.1410 21.1081 0.3245
O -5.3834 19.8623 0.2656
O -7.3590 20.9456 -0.2441
C -6.0863 21.6421 1.7941
F -4.8768 22.1297 2.1162
F -7.0474 22.5784 2.0112
F -6.3927 20.6769 2.6662
C -4.0442 19.9443 -0.1470
C -3.3402 18.6219 0.2116
H -2.2689 18.7295 0.0250
H -3.4226 18.3621 1.2653
H -3.6952 17.8529 -0.4735
H -3.5274 20.8240 0.2543
H -3.9187 20.1692 -1.2139
H -5.5698 21.8338 -0.2763
C -1.0298 14.9825 4.7726
O -1.1128 15.6009 3.5148
O -0.0795 15.7170 5.4212
C -2.4428 15.0089 5.3864
F -2.8192 16.2477 5.7458
F -3.3715 14.5260 4.5605
F -2.5487 14.2497 6.5076
C -1.4470 14.9078 2.3158
C -1.5805 15.8597 1.1382
H -1.5680 15.2458 0.2364
H -2.4973 16.4212 1.3047
H -0.7038 16.5049 1.0576
H -2.3260 14.2612 2.2956
H -0.5798 14.3128 2.0215
H -0.6785 13.9490 4.6225
C 0.1078 10.1776 0.4475
O -0.1264 9.1847 -0.5909
O 1.4522 10.4139 0.3466
C -0.9283 11.3180 0.5454
F -2.1854 10.8683 0.6092
F -0.6227 11.9484 1.7004
F -0.8870 12.1910 -0.4523
C -1.4521 8.6946 -0.9020
C -1.2828 7.6187 -2.0033
H -2.2382 7.1976 -2.3179
H -0.8248 8.0428 -2.8969
H -0.6633 6.7744 -1.6987
H -2.0967 9.5159 -1.2092
H -1.8350 8.2282 0.0084
H -0.0264 9.4969 1.3002
C 6.0239 16.9106 6.0173
O 5.6188 15.5113 6.0828
O 6.1796 17.3518 7.2655
C 6.8698 17.4320 4.7576
F 6.5309 18.6445 4.2597
F 8.2188 17.5812 4.9852
F 6.8188 16.5531 3.7304
C 6.6504 14.5412 5.9610
C 6.0919 13.1389 6.0783
H 6.8613 12.3736 5.9496
H 5.6957 12.8569 7.0578
H 5.2739 12.9440 5.3804
H 7.4483 14.6884 6.6959
H 7.2199 14.6240 5.0304
H 5.0542 17.3443 5.7106
C 1.6989 19.0637 7.2670
O 0.4099 19.1472 6.6613
O 2.0055 17.7759 7.5799
C 2.8345 19.9312 6.5979
F 2.6493 20.1264 5.2553
F 2.8379 21.1987 7.1396
F 4.0502 19.4725 6.7828
C -0.1082 20.4182 6.2967
C -1.5409 20.2552 5.7349
H -1.7536 21.1618 5.1665
H -1.6188 19.3847 5.0871
H -2.1575 20.2392 6.6331
H 0.4001 20.9710 5.5000
H -0.0902 21.0661 7.1787
H 1.5403 19.6629 8.1803
C 2.0269 15.3346 -2.1073
O 1.0871 16.2518 -2.7171
O 2.7589 14.8961 -3.1598
C 2.8962 15.9233 -0.9152
F 2.0738 16.1160 0.1428
F 3.8336 15.0532 -0.4771
F 3.6037 17.0155 -1.2351
C 0.2568 17.0333 -1.8593
C -0.7163 17.7374 -2.8158
H -0.3258 18.3243 -3.6468
H -1.3522 17.0080 -3.3266
H -1.5331 18.2909 -2.3444
H 0.8194 17.7123 -1.2154
H -0.3438 16.3754 -1.2229
H 1.3907 14.5343 -1.6959
C 5.0913 11.7841 1.5438
O 5.5556 10.9114 0.5168
C 6.1175 9.7157 1.0335
C 5.0660 8.7283 1.5485
N 3.9803 8.6703 0.5117
H 3.2318 9.3379 0.6889
H 4.3629 8.9055 -0.3987
C 3.2494 7.3119 0.4474
C 2.2112 7.1155 1.5736
O 2.8179 7.2555 2.8257
C 1.9432 7.1071 3.9272
H 5.8510 11.9584 2.3090
H 4.2301 11.3446 2.0564
H 4.7440 12.7323 1.1394
H 6.7624 10.0078 1.8655
H 6.7306 9.3195 0.2234
H 4.4832 9.1337 2.3745
H 5.4072 7.7233 1.7832
H 3.9428 6.4749 0.3886
H 2.7042 7.3896 -0.4933
H 1.6897 6.1593 1.4786
H 1.4397 7.8840 1.4579
H 1.3778 6.1739 3.8915
H 1.2925 7.9808 3.9799
H 2.6115 7.0798 4.7865
C -1.7156 15.6344 9.8928
O -0.5516 15.3159 9.0891
C 0.5333 15.0878 9.9454
C 1.6338 14.2878 9.2188
N 1.6779 14.8083 7.7470
H 0.7238 14.7907 7.3764
H 1.9715 15.7906 7.6631
C 2.6708 14.0699 6.8604
C 2.2756 12.6369 6.5188
O 0.9354 12.5638 6.1384
C 0.5262 11.3275 5.6024
H -1.9243 14.7307 10.4693
H -2.5387 15.8799 9.2259
H -1.6072 16.4800 10.5736
H 0.2268 14.4180 10.7579
H 0.9809 15.9429 10.4562
H 1.3779 13.2404 9.0686
H 2.6302 14.4007 9.6401
H 3.5929 14.0012 7.4370
H 2.8172 14.8145 6.0818
H 2.3988 12.0274 7.4252
H 2.9342 12.0717 5.8514
H 0.7298 10.5416 6.3386
H 1.1454 11.1437 4.7186
H -0.5118 11.1712 5.3162
C 5.8212 29.3022 -0.5840
O 4.8523 28.8293 0.3994
C 3.5568 29.3866 0.3749
C 2.5518 28.3008 0.7914
N 2.3293 27.2276 -0.3182
H 1.8897 27.7799 -1.0507
H 3.2163 27.0222 -0.7744
C 1.6348 26.0054 0.3130
C 2.7317 24.9960 0.5427
O 2.1643 23.7973 1.0107
C 3.1654 22.8012 1.2304
H 5.9367 30.3838 -0.6422
H 5.5210 28.8647 -1.5369
H 6.7696 28.8616 -0.2851
H 3.3149 29.9019 -0.5572
H 3.5164 30.0968 1.2052
H 1.6258 28.8428 0.9738
H 2.9450 27.6916 1.6017
H 0.9332 25.6488 -0.4397
H 1.1137 26.3995 1.1816
H 3.4319 25.3543 1.3047
H 3.2519 24.7493 -0.3879
H 2.5998 21.8894 1.4157
H 3.6863 23.0225 2.1639
H 3.8569 22.6270 0.4052
C -0.5281 18.9899 1.5443
O 0.7681 18.3610 1.7487
C 1.3937 18.7908 3.0118
C 2.5432 17.8409 3.1248
N 1.9401 16.4741 3.2792
H 1.3409 16.5779 4.0995
H 1.3672 16.2738 2.4624
C 2.9543 15.3593 3.4265
C 2.1377 14.0566 3.5698
O 1.2003 13.8786 2.5118
C 1.6053 13.1182 1.3998
H -0.7222 18.8668 0.4799
H -0.4854 20.0099 1.9252
H -1.3155 18.4216 2.0429
H 0.6569 18.6098 3.7968
H 1.7387 19.8211 2.9341
H 3.0431 18.1101 4.0565
H 3.2313 17.7548 2.2857
H 3.5233 15.6847 4.2973
H 3.5287 15.3030 2.5023
H 1.5601 14.2333 4.4760
H 2.8067 13.1955 3.6291
H 1.5561 12.0404 1.5937
H 2.6151 13.4008 1.0955
H 0.8479 13.3109 0.6396
C 2.5667 10.2906 -6.5125
O 1.9023 10.4234 -5.2902
C 1.8339 9.2670 -4.5079
C 1.3421 9.7004 -3.1187
N 2.1746 10.7672 -2.4554
H 2.1932 10.6601 -1.4266
H 3.1810 10.6142 -2.5364
C 1.8266 12.2118 -2.7429
C 2.9114 13.1806 -2.2576
O 4.1675 12.8613 -2.7741
C 4.3607 13.4488 -4.0628
H 2.0988 9.5189 -7.1315
H 3.6121 9.9759 -6.4349
H 2.5707 11.2231 -7.0737
H 2.7958 8.7621 -4.3695
H 1.1550 8.5401 -4.9619
H 1.4991 8.8282 -2.4819
H 0.2744 9.8777 -3.0288
H 0.8009 12.2658 -2.3844
H 1.9191 12.2529 -3.8276
H 2.8289 13.0746 -1.1721
H 2.6352 14.2115 -2.4930
H 4.2476 14.5338 -4.0732
H 3.5828 13.0449 -4.7163
H 5.3509 13.0938 -4.3404

***

(2)
34
Properties=species:S:1:pos:R:3 method="wB97M-V/def2-TZVPD" e_lumo_ev="-3.650 / -7.413" orbital_gap_ev="7.92 / 4.13" e_above_lowest_kcal_mol=27.7 charge=+1 multiplicity=2
C 4.9495 -1.3073 1.3950
C 1.3165 0.1019 -0.4675
C 1.4369 -1.1758 0.0882
C 2.5027 0.8568 -0.5498
C 2.6446 -1.6496 0.5767
C 3.6870 0.3886 -0.0262
C 3.8018 -0.8767 0.5414
H 0.4092 0.5422 -0.8437
H 0.5249 -1.7688 0.0861
H 2.3581 1.8368 -0.9850
H 2.6600 -2.6859 0.8899
H 4.5195 1.0611 0.1492
H 5.7801 -1.7457 0.8260
H 4.7356 -2.1394 2.0798
H 5.3751 -0.4861 1.9827
C -1.5547 2.0696 1.3714
C -2.6411 2.4019 2.4103
C -1.8859 1.0826 0.2716
C -2.2944 -0.1801 0.7362
C -1.8302 1.4748 -1.1049
C -2.4749 -1.2226 -0.1472
C -2.1497 0.4242 -1.9277
C -2.5336 -0.8671 -1.5046
O -2.7489 -1.7396 -2.4740
H -1.2931 3.0454 0.9618
H -0.6379 1.8129 1.8928
H -3.2054 1.5966 2.8570
H -2.5034 -0.4518 1.7666
H -1.5954 2.4770 -1.4139
H -2.5609 -2.2333 0.2061
H -1.9107 0.5403 -2.9886
H -3.1397 -2.5498 -2.1181
H -3.3431 3.1641 2.0568
H -2.0461 3.0068 3.0949

***

(3)
12
Properties=species:S:1:pos:R:3 method="wB97M-V/def2-TZVPD" e_lumo_ev=0.896 orbital_gap_ev=10.49 e_above_lowest_kcal_mol=38.2 multiplicity=1
C 2.4628 -0.3485 0.2703
C 1.0758 0.1149 0.2792
C -0.0726 0.4808 0.2744
C -1.5079 0.7477 0.1558
C -2.1134 -0.3980 -0.6426
O -3.0082 -1.0992 -0.2465
H 2.9260 -0.2345 1.2549
H 3.0578 0.2126 -0.4568
H 2.5041 -1.4081 -0.0022
H -1.6810 1.6897 -0.3826
H -2.0088 0.8059 1.1268
H -1.6347 -0.5632 -1.6306

***

(4)
66
Properties=species:S:1:pos:R:3 method="wB97M-V/def2-TZVPD" e_lumo_ev=3.093 orbital_gap_ev=6.21 charge=-1 multiplicity=1
Pd 0.4285 -1.3656 1.9816
C 1.1714 0.2484 5.4930
C 0.6499 -1.0357 4.9125
C -0.5510 -1.5768 5.3042
C -1.0711 -2.7291 4.6782
C -0.3394 -3.3594 3.7009
C 0.9503 -2.8990 3.3293
C 1.4055 -1.6883 3.8971
H 2.1446 0.1065 5.9721
H 0.4823 0.6544 6.2347
H 1.2963 0.9880 4.6986
H -1.1314 -1.0774 6.0735
H -2.0534 -3.0963 4.9484
H -0.7203 -4.2513 3.2147
H 1.6271 -3.5594 2.7970
H 2.4329 -1.3769 3.7342
N -0.2852 0.4537 1.1411
P -0.2212 0.5232 -0.3774
N -0.7510 2.0255 -1.0022
C -1.6779 2.7505 -0.1438
C -1.6755 4.2302 -0.5068
C -2.0269 4.4156 -1.9813
C -1.0967 3.5808 -2.8588
C -1.0915 2.1232 -2.4086
N -1.1214 -0.6762 -1.2092
C -0.8776 -1.1867 -2.5465
C -0.9121 -2.7124 -2.5485
C -2.3236 -3.2090 -2.1944
C -3.0342 -2.2000 -1.2783
C -2.0303 -1.4805 -0.3892
N 1.2474 0.3983 -1.2618
C 1.9683 -0.8545 -1.0240
C 3.2734 -0.6126 -0.2709
C 4.2271 0.2677 -1.0878
C 3.4285 1.2324 -1.9779
C 2.0978 1.5856 -1.3273
H -1.3703 2.5725 0.8854
H -2.7062 2.3598 -0.2515
H -0.6795 4.6390 -0.3105
H -2.3863 4.7692 0.1266
H -1.9812 5.4708 -2.2668
H -3.0600 4.0858 -2.1442
H -0.0779 3.9755 -2.7891
H -1.4031 3.6439 -3.9076
H -0.3631 1.5466 -2.9825
H -2.0840 1.6794 -2.6057
H 0.0857 -0.8162 -2.8939
H -1.6274 -0.8192 -3.2693
H -0.1933 -3.0649 -1.8043
H -0.5934 -3.1020 -3.5190
H -2.2585 -4.1815 -1.6992
H -2.9092 -3.3584 -3.1064
H -3.7812 -2.7028 -0.6598
H -3.5665 -1.4575 -1.8809
H -1.4745 -2.2202 0.2107
H -2.5219 -0.8341 0.3361
H 2.1644 -1.3761 -1.9738
H 1.3583 -1.5113 -0.3909
H 3.7388 -1.5669 -0.0138
H 3.0038 -0.1317 0.6724
H 4.8801 -0.3525 -1.7094
H 4.8785 0.8340 -0.4163
H 3.2222 0.7677 -2.9469
H 3.9992 2.1430 -2.1761
H 1.5855 2.3579 -1.9014
H 2.2815 2.0130 -0.3285

***

(5)
40
Properties=species:S:1:pos:R:3 method="wB97M-V/def2-TZVPD" e_lumo_ev=0.436 orbital_gap_ev=9.23 e_above_lowest_kcal_mol=93.0 multiplicity=1
C -2.3778 1.9109 0.5696
C -1.2584 0.9303 0.6823
C -3.6848 1.3025 -0.1381
C -4.1704 0.0434 0.4514
C -4.1377 -1.0628 -0.5589
C 0.5619 -0.1688 -0.3968
C 0.8030 -1.6564 0.3118
C 1.5472 0.7644 0.2552
C 3.0186 0.4863 -0.0041
C 3.6065 0.7908 -1.1407
C 3.8747 -0.2319 0.9433
C 4.9270 0.5855 -1.4323
C 5.2080 -0.4851 0.6648
C 5.7875 0.0517 -0.5182
H -2.8931 3.1792 -0.5568
H -1.5145 2.6787 -0.9816
H -2.7075 2.2323 1.5331
H -3.4368 1.0925 -1.1898
H -4.5519 2.1839 -0.1752
H -3.2937 -0.2876 1.0956
H -5.0160 -0.0570 1.1637
H -5.9302 -2.0007 -0.0570
H -5.1771 -2.5835 -1.4189
H -1.3569 0.0335 -1.1614
H 0.8755 -0.3941 -1.3702
H 1.3750 1.7381 -0.2285
H 1.3905 1.0980 1.2890
H 2.9309 1.2299 -1.9106
H 3.3399 -0.8085 1.6752
H 5.0912 0.8878 -2.4634
H 5.9703 -0.9045 1.4086
H 6.8719 0.0927 -0.5788
H -0.0025 -0.7935 1.8019
N -2.0193 3.1026 -0.1649
N -5.2292 -1.7984 -0.7770
N -0.7799 0.3351 -0.3450
O -0.6714 0.5310 1.6783
O -3.1335 -1.1935 -1.2066
O 1.4353 -2.4707 -0.3131
O 0.1196 -1.8240 1.4660

***

(6)
17
Properties=species:S:1:pos:R:3 method="wB97M-V/def2-TZVPD" e_lumo_ev="1.022 / -1.361" orbital_gap_ev="6.42 / 7.80" e_above_lowest_kcal_mol=37.2 multiplicity=3
C 0.0832 -0.5360 -1.1613
C 3.0256 -0.0485 -0.7378
C -0.0611 0.3589 0.0383
C -0.0878 -0.4392 1.3423
C -1.2574 1.2959 -0.0732
N 2.1974 0.6024 -0.2011
N 1.1544 1.1921 -0.0230
N 0.8502 -1.5339 -1.1100
H 3.9184 -0.5444 -0.4600
H -0.4119 -0.1722 -2.0716
H 0.0360 0.2304 2.1899
H 0.7150 -1.1715 1.3345
H -1.0364 -0.9619 1.4351
H -2.1724 0.7184 -0.1823
H -1.1435 1.9519 -0.9328
H -1.3297 1.9101 0.8202
H 0.9793 -2.0326 -1.9873

***

(7)
16
Properties=species:S:1:pos:R:3 method="wB97M-V/def2-TZVPD" e_lumo_ev="-5.614 / -5.614" orbital_gap_ev="6.50 / 6.50" e_above_lowest_kcal_mol=80.7 charge=+1 multiplicity=1
C -1.7430 0.0523 -0.0519
C 2.4274 0.5282 -0.5966
C 1.4807 0.9204 -1.5483
C 1.9137 -0.0406 0.5350
C 0.1116 0.8367 -1.3574
C 0.5492 -0.1768 0.7241
C -2.3150 -1.2793 1.9387
N -0.2793 0.1969 -0.2203
N -2.2102 -0.7245 0.8074
H -2.3813 0.2368 -0.8597
H 3.4481 0.3418 -0.9844
H 1.9866 1.1979 -2.4340
H 2.4917 -0.5864 1.2932
H -0.7175 1.4013 -1.7913
H -2.5586 -2.3180 1.8149
H -2.2039 -0.5866 2.7306

***

(8)
26
Properties=species:S:1:pos:R:3 method="wB97M-V/def2-TZVPD" e_lumo_ev=6.233 orbital_gap_ev=8.14 e_above_lowest_kcal_mol=0.0 charge=-2 multiplicity=1
C 0.4912 -1.7867 -2.0627
C 0.7189 -1.0033 0.8138
C 2.5595 1.0221 2.1112
C -3.6705 0.9076 -0.1710
C 0.7952 -0.2727 -1.5655
C 1.1092 -0.1188 -0.0628
O 1.2647 2.6566 0.4485
O -2.7607 -0.6954 1.9704
O 3.3272 1.5442 -0.4946
O -2.5744 -1.5712 -0.3752
P 2.0990 1.4147 0.3591
P -2.5235 -0.4096 0.5561
H -0.4226 -2.1213 -1.5741
H 1.3781 -2.4370 -1.6508
H 0.5112 -1.7789 -3.2073
H -1.5060 0.3583 -0.0166
H 0.9701 -0.8012 1.8430
H 0.2012 -1.9171 0.5658
H 3.0159 0.0522 2.0460
H 3.3478 1.7845 2.3635
H 1.6335 1.1385 2.7613
H -4.0974 0.4766 -1.0810
H -4.4535 1.3289 0.4588
H -2.9199 1.6413 -0.3281
H 1.6084 0.2686 -1.9395
H -0.1024 0.3189 -1.7682

***

(9)
60
Properties=species:S:1:pos:R:3 method="wB97M-V/def2-TZVPD" e_lumo_ev=-2.195 orbital_gap_ev=9.68 e_above_lowest_kcal_mol=0.0 charge=+1 multiplicity=1
N -2.3893 -0.2598 1.4260
C -1.4261 0.6648 2.1787
C 0.0360 0.4097 1.7318
N 0.0531 -0.4483 0.5439
C 0.3903 0.1981 -0.7271
C 1.2868 -0.6761 -1.5849
N 2.7148 -0.5755 -1.2818
H -3.2142 0.2561 1.0363
H -2.7541 -1.0347 1.9697
H -1.8002 -0.7724 0.7443
H -1.6897 0.3672 3.1877
H -1.7421 1.6468 1.8473
H 0.6399 0.0022 2.5414
H 0.5360 1.3366 1.4613
H 0.6360 -1.2541 0.6885
H -0.5187 0.4568 -1.2854
H 0.8381 1.1794 -0.5296
H 1.0624 -0.3203 -2.6014
H 0.8915 -1.6747 -1.7680
H 2.8110 0.3890 -1.0089
H 2.9130 -1.1594 -0.4601
H -2.5110 -3.8461 1.8964
H -1.2741 -3.2425 1.9408
O -2.1673 -2.9762 1.6082
H 2.2350 -3.3498 -0.7953
H 2.0331 -3.3513 -2.2499
O 1.8933 -3.9271 -1.4838
H -0.8832 3.9637 -1.5895
H -2.2599 3.2580 -1.5026
O -1.5385 3.5860 -0.9651
H 2.7557 3.7411 -1.6620
H 3.0682 4.0018 -3.0647
O 2.5176 4.3327 -2.3826
H -4.0591 1.9179 -0.5073
H -4.9435 0.6661 -0.1937
O -4.2374 1.2545 0.1481
H -5.7050 -1.6423 -1.5552
H -4.3191 -1.2788 -1.0134
O -5.1578 -0.8897 -1.2635
H 2.1011 3.0817 1.1463
H 3.5726 3.1352 0.8112
O 2.9046 2.5300 1.0982
H -1.9155 -2.6802 -1.6118
H -2.0730 -2.8446 -0.1346
O -2.4096 -2.2838 -0.8428
H 0.8815 4.4924 -2.7514
H -0.4155 5.0648 -3.3014
O 0.0025 4.2321 -3.0863
H 0.2107 4.5262 1.1368
H -0.2075 3.1706 0.4533
O 0.3978 3.5885 1.0834
H 3.4828 -4.1004 1.0280
H 3.0382 -2.7326 1.7601
O 2.7506 -3.4804 1.2089
H 4.9867 -1.1141 1.0842
H 4.0915 -0.1167 1.5326
O 4.0926 -1.0678 1.4068
H 1.1140 -4.3539 1.2331
H 0.3213 -4.6822 2.5612
O 0.2467 -4.3011 1.6833

***

Copy entry 9 word for word.
60
Properties=species:S:1:pos:R:3 method="wB97M-V/def2-TZVPD" e_lumo_ev=-2.195 orbital_gap_ev=9.68 e_above_lowest_kcal_mol=0.0 charge=+1 multiplicity=1
N -2.3893 -0.2598 1.4260
C -1.4261 0.6648 2.1787
C 0.0360 0.4097 1.7318
N 0.0531 -0.4483 0.5439
C 0.3903 0.1981 -0.7271
C 1.2868 -0.6761 -1.5849
N 2.7148 -0.5755 -1.2818
H -3.2142 0.2561 1.0363
H -2.7541 -1.0347 1.9697
H -1.8002 -0.7724 0.7443
H -1.6897 0.3672 3.1877
H -1.7421 1.6468 1.8473
H 0.6399 0.0022 2.5414
H 0.5360 1.3366 1.4613
H 0.6360 -1.2541 0.6885
H -0.5187 0.4568 -1.2854
H 0.8381 1.1794 -0.5296
H 1.0624 -0.3203 -2.6014
H 0.8915 -1.6747 -1.7680
H 2.8110 0.3890 -1.0089
H 2.9130 -1.1594 -0.4601
H -2.5110 -3.8461 1.8964
H -1.2741 -3.2425 1.9408
O -2.1673 -2.9762 1.6082
H 2.2350 -3.3498 -0.7953
H 2.0331 -3.3513 -2.2499
O 1.8933 -3.9271 -1.4838
H -0.8832 3.9637 -1.5895
H -2.2599 3.2580 -1.5026
O -1.5385 3.5860 -0.9651
H 2.7557 3.7411 -1.6620
H 3.0682 4.0018 -3.0647
O 2.5176 4.3327 -2.3826
H -4.0591 1.9179 -0.5073
H -4.9435 0.6661 -0.1937
O -4.2374 1.2545 0.1481
H -5.7050 -1.6423 -1.5552
H -4.3191 -1.2788 -1.0134
O -5.1578 -0.8897 -1.2635
H 2.1011 3.0817 1.1463
H 3.5726 3.1352 0.8112
O 2.9046 2.5300 1.0982
H -1.9155 -2.6802 -1.6118
H -2.0730 -2.8446 -0.1346
O -2.4096 -2.2838 -0.8428
H 0.8815 4.4924 -2.7514
H -0.4155 5.0648 -3.3014
O 0.0025 4.2321 -3.0863
H 0.2107 4.5262 1.1368
H -0.2075 3.1706 0.4533
O 0.3978 3.5885 1.0834
H 3.4828 -4.1004 1.0280
H 3.0382 -2.7326 1.7601
O 2.7506 -3.4804 1.2089
H 4.9867 -1.1141 1.0842
H 4.0915 -0.1167 1.5326
O 4.0926 -1.0678 1.4068
H 1.1140 -4.3539 1.2331
H 0.3213 -4.6822 2.5612
O 0.2467 -4.3011 1.6833